C2H6O2 | wB97M-V/def2-TZVPD

Each atom is followed by the atoms it is bonded to, with distances in Å.
Element x y z (Å)
1 C -1.154 -1.516 1.165  C2 1.314, H4 1.078, H5 1.084
2 C -0.517 -0.882 0.207  C1 1.314, O3 1.396, H6 1.092
3 O -1.005 0.167 -0.575  C2 1.396, H7 0.953
4 H -0.670 -2.344 1.658  C1 1.078
5 H -2.219 -1.367 1.305  C1 1.084
6 H 0.396 -1.293 -0.230  C2 1.092
7 H -1.089 -0.269 -1.417  O3 0.953
8 H 1.500 1.970 -0.666  O10 0.959
9 H 2.356 3.238 -0.834  O10 0.969
10 O 2.401 2.295 -0.615  H8 0.959, H9 0.969

Values from the calculation:
HOMO energy (eV): -9.83
Energy relative to the best compared isomer or geometry (same formula, charge and spin) (kcal/mol): 30.4
Frontier orbital gap (eV): 10.6
Charge: 0
Total energy (Ha): -230.232157
SMILES: C=CO.O